Entry 1:
Molecular formula: C6H5ClO5S
Method: DFT, ωB97M-V/def2-TZVPD

Geometry (Å):
C  -0.49  1.92  1.64
C  1.86  -1.59  -0.23
C  -0.08  0.75  1.69
C  0.56  -1.34  0.02
C  -1.84  -0.85  -0.64
C  -0.44  -0.33  -0.35
O  -2.78  -0.15  -0.27
O  -0.80  2.05  -1.57
O  -1.95  -1.94  -1.23
O  1.43  1.44  -0.82
O  0.33  0.17  -2.64
S  0.19  0.99  -1.43
Cl  -0.03  -2.68  1.10
H  -0.13  2.69  2.29
H  -1.17  2.28  0.85
H  2.30  -2.45  0.31
H  2.52  -0.92  -0.89
H  0.52  -0.03  2.16

Properties
* HOMO energy (spin up / spin down): -0.66 / -0.66 eV
* total charge: -2
* frontier orbital gap (spin up / spin down): 6.3 / 6.3 eV

***

Entry 2:
Molecular formula: H6InO7P
Method: DFT, ωB97M-V/def2-TZVPD

Geometry (Å):
In  -0.58  0.74  0.39
P  1.24  -0.94  -0.58
O  0.78  0.39  -1.26
O  2.75  -0.78  -0.16
O  0.85  -2.23  -1.42
O  0.31  -1.07  0.63
O  -1.38  1.14  -1.50
H  -1.77  1.90  -1.93
H  -1.01  0.63  -2.22
O  -1.82  -0.69  1.30
H  -2.63  -1.03  0.92
H  -1.93  -0.82  2.24
O  1.35  0.86  1.17
H  1.81  1.69  1.13
H  2.04  0.21  1.30

Properties
* HOMO energy: -6.98 eV
* frontier orbital gap: 3.7 eV

***

Entry 3:
Molecular formula: C5H15NOS
Method: DFT, ωB97M-V/def2-TZVPD

Geometry (Å):
C  -2.34  0.52  -0.98
C  -0.92  0.63  -1.64
N  0.06  0.52  -0.62
C  1.10  -0.47  -0.80
C  2.37  0.18  -1.34
C  1.40  -1.15  0.51
S  0.07  -1.78  1.58
H  -2.40  -0.48  -0.72
H  -2.47  0.89  0.15
H  -3.22  0.94  -1.44
H  -1.08  1.56  -2.19
H  -0.82  -0.17  -2.37
H  0.33  1.34  -0.06
H  0.66  -1.27  -1.57
H  2.95  0.66  -0.56
H  2.87  -0.62  -1.89
H  1.99  1.07  -1.92
H  2.02  -2.16  0.27
H  2.19  -0.68  1.15
H  -1.02  -1.76  0.81
O  -1.36  2.67  1.60
H  -1.63  3.56  1.36
H  -0.69  2.42  0.85

Properties
* HOMO energy: -8.42 eV
* SMILES: CCN[C@@H](C)CS.O
* frontier orbital gap: 9.1 eV

***

Entry 4:
Molecular formula: C4H12
Method: DFT, ωB97M-V/def2-TZVPD

Geometry (Å):
C  -1.74  -0.68  1.93
C  -0.97  -1.97  1.52
H  -2.56  -0.47  1.23
H  -2.22  -0.82  2.89
H  -1.08  0.19  1.91
H  -0.59  -2.42  2.42
H  -0.27  -1.65  0.74
H  -1.58  -2.66  0.94
C  0.94  1.84  -1.50
C  1.82  0.69  -1.92
H  1.34  2.58  -0.81
H  0.67  2.52  -2.32
H  -0.04  1.53  -1.11
H  2.23  0.32  -0.97
H  1.30  -0.03  -2.54
H  2.75  1.03  -2.39

Properties
* HOMO energy: -11.44 eV
* SMILES: CC.CC
* frontier orbital gap: 12.5 eV

***

What calculated total energy values result from the calculations? In sequence: -1466.0878; -1061.6566; -727.5930; -159.5679 hartree.